Entry 1:
Here is a 2-piece molecular cluster, C2H10N2O overall at a distorted geometry from the OMol25 dataset. Energies are from ωB97M-V with the def2-TZVPD basis set.

Properties
E_tot in hartree: -266.902029
Structure (SMILES): NCCN.O
HOMO level in eV: -9.79

Structure (XYZ):
```
15
C2H10N2O ωB97M-V with the def2-TZVPD basis set
C 0.28215 0.47474 0.57056
C -1.19948 -0.00246 0.94325
N -2.41753 0.83912 0.62106
N 1.20455 -0.73213 0.29295
H 0.68837 1.15846 1.31167
H 0.19679 1.15075 -0.35420
H -1.19857 -0.28556 2.02594
H -1.20166 -0.91297 0.35532
H -2.38106 1.29142 -0.35242
H -3.14676 0.14455 0.37425
H 0.98779 -1.34811 1.02113
H 2.18560 -0.49585 0.64053
H 1.78641 -0.50531 -1.74060
H 2.15400 -0.78880 -3.17139
O 2.05938 0.01213 -2.53806
```

---

Entry 2:
Here is C19H31AsN3NaO8P2 as an isolated structure from the OMol25 dataset. Energies are from ωB97M-V with the def2-TZVPD basis set.

Properties
E_tot in hartree: -4589.996788
Charge: -2
HOMO level in eV: -0.72

Structure (XYZ):
```
65
C19H31AsN3NaO8P2 ωB97M-V with the def2-TZVPD basis set
Na 0.17548 0.68676 0.13135
C -2.27847 -1.69475 -1.10568
N -1.92149 -1.55332 0.29512
C -3.03066 -1.11008 1.09806
C -1.19024 -2.67120 0.78329
C -1.71623 -3.56598 1.69514
C -0.99735 -4.68326 2.13411
C 0.26822 -4.89533 1.61460
C 0.82246 -4.00747 0.70166
C 0.14151 -2.84214 0.27891
N 0.67131 -1.85533 -0.47506
C 1.70105 -2.07531 -1.33449
C 1.80621 -3.19024 -2.18882
C 2.77186 -3.26874 -3.18346
C 3.68829 -2.24415 -3.35797
C 3.64152 -1.14564 -2.49594
C 2.69222 -1.05488 -1.49127
N 2.63237 0.03428 -0.58655
C 2.95191 -0.35099 0.79226
C 3.36310 1.22986 -0.95159
H -3.06249 -2.46392 -1.24647
H -1.39389 -1.97348 -1.67487
H -2.62852 -0.73680 -1.49134
H -3.87479 -1.82641 1.11576
H -3.41087 -0.17889 0.66958
H -2.69472 -0.89885 2.11317
H -2.71226 -3.39481 2.08546
H -1.42663 -5.36019 2.86335
H 0.85161 -5.75323 1.93669
H 1.83130 -4.17179 0.34244
H 1.07099 -3.98004 -2.08458
H 2.79251 -4.13479 -3.83824
H 4.43690 -2.29165 -4.14065
H 4.37059 -0.35253 -2.61065
H 4.02659 -0.58824 0.87771
H 2.36625 -1.22029 1.08014
H 2.72552 0.48150 1.45879
H 4.45988 1.08659 -0.92588
H 3.11151 2.01799 -0.24321
H 3.07926 1.54772 -1.95606
O 0.97970 1.71203 4.20212
P -0.39256 1.90597 3.37300
O -1.51686 2.14015 4.30402
O -0.48159 0.89006 2.27403
O -0.05950 3.36327 2.62208
P 1.07384 3.44576 1.47920
O 1.33305 5.05764 1.43895
O 2.31816 2.77662 1.97837
O 0.49433 3.07879 0.15182
H 1.71146 1.86799 3.57065
H 1.88198 5.28026 2.19793
C -4.02404 2.44035 -1.92833
As -2.27496 2.58552 -1.09171
C -1.56029 4.22527 -1.80597
C -2.67134 2.88761 0.76147
O -1.40536 1.24661 -1.49104
H -4.62187 3.33464 -1.74756
H -4.53021 1.56915 -1.51329
H -3.88394 2.29388 -2.99849
H -2.21236 5.06127 -1.54938
H -1.48306 4.12654 -2.88835
H -0.57644 4.34465 -1.35521
H -3.60451 3.44844 0.83553
H -1.85228 3.43511 1.21867
H -2.75317 1.93244 1.27670
```

---

Entry 3:
Here is C27H27N8O3PRhS2 as an isolated structure at a distorted geometry from the OMol25 dataset. Energies are from ωB97M-V with the def2-TZVPD basis set.

Properties
E_tot in hartree: -2957.047629
Charge: +1
HOMO level in eV: -10.24

Structure (XYZ):
```
69
C27H27N8O3PRhS2 ωB97M-V with the def2-TZVPD basis set
Rh -0.61476 -0.21788 -0.19851
S -2.26451 -0.29247 1.30981
C -1.70375 -1.82401 1.87511
S -0.64858 -2.34559 0.61936
C -1.95233 -2.40838 3.07603
C -1.31388 -3.64327 3.41455
N -0.79574 -4.63244 3.69434
C -2.79168 -1.74294 4.02677
N -3.44082 -1.18954 4.79952
N 1.54393 1.75119 0.76608
P 0.83868 0.34033 1.41257
C 2.18830 -0.86436 1.48203
C 3.27243 -0.76155 0.61746
C 4.26085 -1.73753 0.62504
C 4.16316 -2.81752 1.49229
C 3.08549 -2.91876 2.36374
C 2.10227 -1.94372 2.36161
C 0.60788 0.82546 3.13775
C -0.58621 1.28134 3.69528
C -0.62668 1.66930 5.02631
C 0.52122 1.62928 5.79991
C 1.72206 1.20766 5.24376
C 1.77077 0.79996 3.92205
C 1.32734 2.12263 -0.54105
C 1.70573 3.37305 -1.03912
C 1.46434 3.64259 -2.36266
C 0.86718 2.67203 -3.17505
C 0.52595 1.47514 -2.60189
N 0.74997 1.19574 -1.30293
H 1.83469 2.47077 1.41057
H 3.35001 0.07970 -0.06072
H 5.11256 -1.64800 -0.03764
H 4.93510 -3.57651 1.49892
H 3.00702 -3.75469 3.04694
H 1.27758 -2.02031 3.06000
H -1.48341 1.32811 3.10225
H -1.56447 1.99375 5.45629
H 0.48305 1.92401 6.84061
H 2.62148 1.17963 5.84462
H 2.70664 0.44723 3.50823
H 2.16898 4.10000 -0.38580
H 1.73455 4.60721 -2.77245
H 0.67207 2.85262 -4.22201
H 0.04285 0.69155 -3.17035
C -4.93334 1.79203 -3.72667
N -3.93278 1.72152 -2.68146
C -3.50362 2.84856 -1.87208
C -2.37116 2.22602 -1.06579
O -1.69320 2.79437 -0.23943
N -2.24479 0.90164 -1.43139
C -3.14909 0.67397 -2.38932
N -3.26065 -0.50755 -2.99056
H -5.65177 2.56706 -3.47014
H -5.48348 0.85426 -3.79638
H -4.49543 2.02879 -4.69854
H -4.29381 3.20199 -1.20788
H -3.14515 3.68430 -2.47505
H -2.57741 -1.21825 -2.77466
H -3.93275 -0.67092 -3.71620
N 2.14127 -3.30859 -3.98795
C 0.71460 -3.06874 -3.82453
C 0.47824 -2.15147 -2.64029
O 1.48671 -2.04936 -1.80628
O -0.57671 -1.57011 -2.44690
H 2.33234 -4.20910 -4.40370
H 2.21913 -2.58595 -2.19193
H 2.57698 -2.60370 -4.56951
H 0.22496 -4.00834 -3.56080
H 0.19359 -2.66323 -4.69221
```

---

Entry 4:
Here is a 2-piece molecular cluster, C5H11NO3 overall from the OMol25 dataset. Energies are from ωB97M-V with the def2-TZVPD basis set.

Properties
E_tot in hartree: -477.518663
Structure (SMILES): C=C(O)[C@H](N)OC.C=O
HOMO level in eV: -8.75

Structure (XYZ):
```
20
C5H11NO3 ωB97M-V with the def2-TZVPD basis set
C -0.99358 -0.98028 -2.33006
C 1.43102 0.02248 -0.16128
C 2.05492 -1.13020 -0.37109
O -0.61810 0.14635 -2.44559
O 1.77558 1.14647 -0.82645
H 1.04864 1.78142 -0.73181
H -2.06410 -1.25139 -2.22838
H -0.92171 -1.23769 0.08186
H -0.30193 -1.84279 -2.32739
H 1.81943 -2.01574 0.19001
H 2.84630 -1.19612 -1.09563
C -1.33670 1.76205 1.47275
C 0.30816 0.17944 0.86686
O -0.42982 1.31580 0.49105
N -0.57656 -0.96242 0.99822
H -0.08545 -1.74610 1.40683
H 0.75821 0.34721 1.86585
H -1.99235 0.94942 1.79262
H -1.92168 2.55268 1.00805
H -0.80030 2.15941 2.34360
```

---

Entry 5:
Here is a 2-piece molecular cluster, C2H4NP overall at a distorted geometry from the OMol25 dataset. Energies are from ωB97M-V with the def2-TZVPD basis set.

Properties
E_tot in hartree: -474.587747
Structure (SMILES): C#P.C=N
HOMO level in eV: -9.58

Structure (XYZ):
```
8
C2H4NP ωB97M-V with the def2-TZVPD basis set
C -0.47080 0.67365 0.87619
C 1.30920 -1.31573 -0.78675
N -0.78096 1.29982 -0.13221
P 0.68274 -2.49586 -1.57362
H -0.97147 -0.22746 1.31608
H 0.45252 0.95796 1.34652
H -1.74311 1.34272 -0.52879
H 1.52187 -0.23511 -0.51743
```

---

Entry 6:
Here is a 17-piece molecular cluster, C16H19Cl48FO3PS2 overall at a distorted geometry from the OMol25 dataset. Energies are from ωB97M-V with the def2-TZVPD basis set.

Properties
E_tot in hartree: -24173.256280
Charge: +1
HOMO level in eV: -12.32

Structure (XYZ):
```
90
C16H19Cl48FO3PS2 ωB97M-V with the def2-TZVPD basis set
O -1.26297 -3.86593 -3.04930
S 0.18834 -4.55172 -3.03695
F 0.73858 -4.22937 -4.42782
P 1.44968 -3.43192 -1.60221
O 0.96423 -1.94860 -1.42193
O 1.21580 -4.20126 -0.22976
S 3.23828 -3.62410 -2.16550
H -1.79184 -4.34628 -2.41016
H 0.31277 -1.70214 -2.08233
H 0.42884 -3.80932 0.16386
C 3.59190 0.22496 -1.21327
Cl 3.80454 -0.20894 0.48388
Cl 2.65808 1.72618 -1.35924
Cl 5.14446 0.38855 -2.03110
H 3.04009 -0.56747 -1.69442
C 7.08649 -5.88429 -2.41471
Cl 6.61224 -4.25675 -2.92279
Cl 8.65063 -5.84536 -1.61020
Cl 5.86012 -6.61049 -1.36564
H 7.17559 -6.49479 -3.29914
C 0.38744 3.04109 1.31823
Cl -0.18856 4.67836 1.01815
Cl 1.78181 3.05131 2.39437
Cl -0.91226 2.04216 1.97480
H 0.69096 2.60909 0.37686
C -3.97284 0.39778 0.71778
Cl -5.66914 0.38954 0.23614
Cl -3.73677 -0.53185 2.19856
Cl -2.96215 -0.25160 -0.57957
H -3.67644 1.42166 0.90400
C -6.52080 -0.36131 -3.40069
Cl -7.09592 -2.02218 -3.54246
Cl -4.87212 -0.22042 -4.01574
Cl -7.59553 0.74613 -4.24732
H -6.51150 -0.09396 -2.35645
C 0.02204 -1.40414 3.87478
Cl -1.40453 -2.28022 3.31495
Cl 1.14382 -1.17501 2.53235
Cl -0.42107 0.13732 4.59218
H 0.50949 -1.99035 4.63823
C -6.32960 1.59975 3.71893
Cl -4.84025 2.54543 3.79005
Cl -6.81696 1.08616 5.33261
Cl -7.61537 2.52250 2.94233
H -6.14120 0.71837 3.12638
C -3.65463 3.39805 -2.33871
Cl -5.19792 2.71704 -1.80911
Cl -3.83807 5.08667 -2.79530
Cl -2.43373 3.23803 -1.07791
H -3.32274 2.84686 -3.20600
C -0.00600 0.57832 -4.72804
Cl 1.70697 0.59813 -5.12441
Cl -0.51357 -1.05024 -4.23117
Cl -0.36889 1.69418 -3.43140
H -0.56453 0.86312 -5.60630
C 0.72583 -0.88053 8.43108
Cl -0.99034 -0.90317 8.01965
Cl 1.03479 -1.86494 9.85800
Cl 1.70420 -1.44378 7.06970
H 1.00816 0.13624 8.65234
C 1.11512 5.79798 -2.85744
Cl 1.39488 4.21748 -2.11782
Cl 2.43674 6.21433 -3.94317
Cl -0.42700 5.81359 -3.71386
H 1.07477 6.53636 -2.07128
C 7.03539 -2.31696 1.43862
Cl 5.50496 -3.01067 1.99011
Cl 6.83474 -0.61947 1.00441
Cl 8.27948 -2.50502 2.67246
H 7.34885 -2.85395 0.56101
C 4.74116 -4.03609 7.92305
Cl 3.85963 -3.95821 6.39242
Cl 4.86234 -2.43989 8.66027
Cl 3.96890 -5.17334 9.02523
H 5.73901 -4.38822 7.71791
C -4.77516 7.12720 -6.29105
Cl -3.02394 7.21818 -6.49493
Cl -5.27284 5.47312 -5.93751
Cl -5.30908 8.22064 -5.01599
H -5.23973 7.43109 -7.21510
C 2.07097 -8.39866 -1.99725
Cl 0.63464 -8.83590 -1.07788
Cl 1.95776 -6.70554 -2.54426
Cl 3.52827 -8.61634 -1.04859
H 2.12987 -9.03974 -2.86321
C -2.39395 8.19430 1.40990
Cl -4.11673 8.14505 1.04665
Cl -2.03977 7.28030 2.87409
Cl -1.45594 7.57648 0.04463
H -2.11127 9.22137 1.57548
```

---

Entry 7:
Here is a 9-piece molecular cluster, C15H40B2F20N5O5P2 overall at a distorted geometry from the OMol25 dataset. Energies are from ωB97M-V with the def2-TZVPD basis set.

Properties
E_tot in hartree: -3975.869946
Charge: +1
HOMO level in eV: -13.03

Structure (XYZ):
```
89
C15H40B2F20N5O5P2 ωB97M-V with the def2-TZVPD basis set
C 12.66155 -3.59112 -31.30572
C 11.37017 -3.95070 -31.93650
O 10.65320 -3.29942 -32.60881
N 11.01884 -5.41889 -31.79622
H 10.34556 -5.70488 -32.51595
H 11.87109 -5.94633 -32.01489
C 10.45319 -5.77985 -30.42615
H 12.80523 -2.51527 -31.24306
H 13.52476 -3.97885 -31.85310
H 12.72301 -3.94501 -30.26950
H 10.05226 -6.78296 -30.54279
H 9.67076 -5.05243 -30.23531
H 11.27242 -5.77193 -29.71186
C 12.84734 1.31731 -27.98838
C 13.03255 0.32501 -26.87828
O 13.62142 0.49163 -25.86925
N 12.33030 -0.99393 -27.07034
H 11.40496 -0.83896 -27.48611
H 12.79986 -1.59500 -27.75875
C 12.15351 -1.83749 -25.82256
H 12.72958 2.29728 -27.52578
H 11.90395 1.18706 -28.52241
H 13.74039 1.28611 -28.61027
H 11.59016 -1.30404 -25.06952
H 13.17234 -2.08298 -25.55065
H 11.66204 -2.70383 -26.23927
C 6.18827 0.55810 -31.17387
C 7.23933 0.06693 -32.07851
O 7.34892 0.24756 -33.24231
N 8.22293 -0.87614 -31.45298
H 8.13185 -0.94882 -30.43793
H 8.11951 -1.85321 -31.81110
C 9.65313 -0.45349 -31.74071
H 5.65864 1.47575 -31.39739
H 6.51934 0.59008 -30.13272
H 5.39548 -0.20520 -31.10527
H 9.83575 -0.78992 -32.75405
H 10.24477 -1.11127 -31.11107
H 9.72753 0.58071 -31.42763
C 9.00250 -6.87840 -24.57090
C 8.66919 -7.58067 -25.82387
O 8.90180 -8.70271 -26.09375
N 8.01247 -6.75168 -26.92373
H 7.59934 -7.36449 -27.63114
H 7.28051 -6.18807 -26.48638
C 8.96610 -5.79125 -27.51661
H 8.77508 -7.52957 -23.72086
H 8.56866 -5.91307 -24.32076
H 10.09478 -6.80668 -24.49792
H 9.83691 -6.28237 -27.94243
H 9.32355 -5.14264 -26.71564
H 8.53725 -5.09694 -28.24041
C 4.41560 -1.31608 -23.42580
C 5.33978 -0.54768 -24.30293
O 5.93293 0.41547 -23.97926
N 5.76316 -1.22137 -25.61209
H 5.57350 -2.21933 -25.61051
H 5.23456 -0.73532 -26.34831
C 7.21602 -0.94753 -25.93050
H 3.48011 -1.58544 -23.92000
H 4.24162 -0.74944 -22.51791
H 4.87272 -2.25657 -23.09761
H 7.38916 0.12397 -25.95094
H 7.46463 -1.40543 -26.88246
H 7.77698 -1.38274 -25.10586
P 8.34459 2.57203 -28.21076
F 9.61956 3.52684 -28.46520
F 9.41865 1.39906 -27.81983
F 8.22340 3.15448 -26.70379
F 7.15036 1.51982 -27.86769
F 7.25211 3.67330 -28.62852
F 8.42750 2.10787 -29.77088
P 13.18020 -5.11399 -27.28832
F 14.06681 -3.77941 -27.54339
F 11.86477 -4.34794 -27.90740
F 13.47470 -5.61921 -28.81415
F 12.21082 -6.38735 -26.97809
F 14.44575 -5.94770 -26.78937
F 12.90717 -4.58796 -25.78496
B 6.76617 -3.95244 -31.88276
F 7.25018 -5.27986 -31.84047
F 5.46861 -3.91634 -32.35278
F 6.81405 -3.38104 -30.58474
F 7.64818 -3.18821 -32.71406
B 9.71422 -2.24151 -28.74713
F 9.80404 -2.70187 -27.40911
F 11.05037 -2.03692 -29.19358
F 9.10640 -3.19123 -29.55735
F 9.11737 -0.97552 -28.78808
```

---

Entry 8:
Here is one molecule with the formula C4H4ClF at a distorted geometry from the OMol25 dataset. Energies are from ωB97M-V with the def2-TZVPD basis set.

Properties
E_tot in hartree: -714.793963
Structure (SMILES): FC1=CC[C@@H]1Cl
HOMO level in eV: -9.89

Structure (XYZ):
```
10
C4H4ClF ωB97M-V with the def2-TZVPD basis set
C -0.10385 -1.17205 -0.47112
C 1.15762 -1.26867 -0.06267
C -0.11489 0.36324 -0.20168
C 1.22022 0.21905 0.47804
F 2.03000 -2.28460 -0.01690
Cl 2.65352 1.09949 -0.07822
H -0.98314 -1.69998 -0.72517
H 0.16584 0.99868 -1.07414
H -0.96797 0.74510 0.48984
H 1.14015 0.15652 1.48770
```

---

Entry 9:
Here is an isolated ion of composition C20H18N3O5 and charge -1 at a distorted geometry from the OMol25 dataset. Energies are from ωB97M-V with the def2-TZVPD basis set.

Properties
E_tot in hartree: -1313.418717
Structure (SMILES): CC[C@](O)(C(=O)[O-])c1cc2n(c(=O)c1CO)Cc1cc3c(N)cccc3nc1-2
Charge: -1
HOMO level in eV: -5.10

Structure (XYZ):
```
46
C20H18N3O5 ωB97M-V with the def2-TZVPD basis set
O -0.72683 -2.84879 -1.34932
O 3.61433 2.56417 -0.42679
O 2.63379 2.12090 1.60514
N -2.19042 2.08140 1.29029
O 1.78243 -3.57212 -1.55637
O 3.43563 0.20634 -1.37977
C -0.26898 -1.85106 -0.75015
C 2.99849 1.79360 0.40499
C 0.34994 0.56351 0.51135
C -0.94904 0.30589 0.23360
C 1.16927 -1.45887 -0.82553
C 1.46340 -0.29187 -0.08254
C -2.14449 0.98872 0.60703
C -4.80075 4.11350 2.94141
C -5.92157 3.51564 2.43217
C -3.23608 0.29775 0.13094
C -3.58544 3.67300 2.42164
C -4.49814 0.80147 0.36953
C -5.85345 2.43723 1.56656
C -3.43686 2.53213 1.58778
C -4.62194 1.99551 1.13615
N -7.01639 1.79083 1.12132
N -1.25787 -0.89140 -0.49678
C 2.34272 -2.39039 -1.43301
C -2.76285 -0.87170 -0.71471
C 5.12221 -0.33028 1.04970
C 2.87416 0.25522 -0.04773
C 3.63608 -0.57184 1.05660
H 0.87310 -3.46512 -1.84765
H 3.94209 1.08881 -1.32058
H 0.66042 1.38062 1.12247
H -4.79210 4.95440 3.64101
H -6.89885 3.92411 2.72392
H -2.73119 4.11189 2.81526
H -5.39334 0.43088 0.04501
H -7.03383 1.35464 0.22228
H -7.86106 2.28145 1.45423
H 2.57905 -2.02759 -2.45170
H 3.26708 -2.38963 -0.78646
H -3.32448 -1.74361 -0.30950
H -3.02887 -0.78872 -1.73631
H 5.67528 -0.38926 1.99734
H 5.38393 0.67915 0.56842
H 5.40976 -1.16515 0.48671
H 3.29408 -0.48989 2.17962
H 3.54016 -1.61137 0.86624
```

---

Entry 10:
Here is C5H8O as an isolated structure at a distorted geometry from the OMol25 dataset. Energies are from ωB97M-V with the def2-TZVPD basis set.

Properties
E_tot in hartree: -270.346306
HOMO level (spin up / spin down) in eV: -7.85 / -7.56

Structure (XYZ):
```
14
C5H8O ωB97M-V with the def2-TZVPD basis set
C 0.80252 0.30518 -0.59039
C -0.09821 -0.44973 -1.47140
C -1.24928 -0.77145 -0.51358
C -1.07792 -0.45122 0.78354
C 0.24015 -0.06642 1.24489
O 1.28501 -0.44489 0.48004
H 1.80366 1.79880 0.50751
H 0.41725 1.29293 -0.37298
H -0.40522 0.16299 -2.32486
H 0.36414 -1.37414 -1.84994
H -2.08534 -1.36450 -0.85078
H -1.86846 -0.54489 1.52177
H 0.48031 0.11535 2.29570
H 1.39138 1.79199 1.14046
```